# 1
{"formula": "C30H46N2O4Pt", "method": "ωB97M-V with the def2-TZVPD basis set", "multiplicity": 1, "homo_lumo_gap_ha": 0.2869, "e_above_lowest_kj_mol": 0.0, "mol_weight_g_mol": 693.79, "lumo_energy_ev": 0.370, "species": ["Pt", "C", "C", "C", "C", "C", "C", "C", "C", "C", "C", "C", "C", "C", "C", "C", "C", "C", "H", "H", "H", "H", "H", "H", "H", "H", "H", "H", "H", "H", "H", "H", "H", "H", "H", "H", "H", "H", "H", "H", "H", "H", "H", "H", "H", "H", "H", "O", "C", "C", "C", "C", "C", "C", "C", "O", "O", "H", "H", "H", "H", "H", "C", "N", "C", "C", "C", "N", "C", "C", "O", "H", "H", "H", "H", "H", "H", "H", "H", "H", "H", "H", "H"], "xyz": [[-0.28389, -0.26744, 0.33407], [2.14120, 0.94274, 0.65174], [1.86355, -0.49431, 0.31512], [1.24329, -1.08187, 1.48915], [0.69292, 0.07818, 2.15605], [1.44281, 1.29772, 1.74218], [1.36427, 2.65343, 2.40920], [2.75899, 3.01531, 2.94013], [0.91561, 3.70683, 1.38876], [0.37360, 2.63878, 3.57497], [1.14932, -2.49306, 2.08829], [0.23801, -3.44993, 1.31028], [2.56075, -3.07821, 2.22511], [0.55884, -2.39667, 3.50276], [2.62968, -1.07986, -0.86962], [4.11391, -1.19743, -0.49246], [2.51508, -0.10985, -2.05942], [2.11128, -2.43244, -1.35315], [2.73844, 1.59990, 0.03768], [0.11846, 0.03489, 3.06641], [3.48138, 3.08472, 2.12490], [3.11398, 2.26011, 3.64395], [2.72698, 3.97747, 3.45696], [1.59241, 3.74530, 0.53338], [0.89662, 4.69585, 1.85308], [-0.08887, 3.48452, 1.02144], [0.71897, 1.98339, 4.37864], [-0.61595, 2.29766, 3.26837], [0.27652, 3.64588, 3.98587], [0.50289, -3.53432, 0.26065], [-0.79379, -3.10003, 1.36952], [0.28946, -4.44594, 1.75863], [3.01007, -3.31167, 1.26199], [2.51971, -4.00264, 2.80511], [3.21984, -2.38021, 2.74605], [-0.45225, -1.98675, 3.48767], [1.17761, -1.77925, 4.15627], [0.50698, -3.39888, 3.93270], [4.50976, -0.23221, -0.17188], [4.69322, -1.52952, -1.35746], [4.27110, -1.90943, 0.31712], [3.02234, 0.83553, -1.86990], [1.47084, 0.10090, -2.28809], [2.98343, -0.55953, -2.93833], [2.27015, -3.22567, -0.62677], [2.64374, -2.71515, -2.26439], [1.04377, -2.38069, -1.58210], [-2.69661, 2.36928, -1.12423], [-3.04898, 3.04804, -0.01453], [-3.44130, 4.37852, -0.17120], [-3.81472, 5.13122, 0.92397], [-3.80338, 4.58021, 2.20329], [-3.40835, 3.26668, 2.36091], [-3.02935, 2.48122, 1.27214], [-2.53880, 1.09089, 1.54134], [-2.41173, 0.66134, 2.67146], [-2.25566, 0.39691, 0.44884], [-2.46664, 1.45876, -0.81360], [-3.44372, 4.79565, -1.16978], [-4.11702, 6.16163, 0.78184], [-4.09554, 5.17291, 3.05957], [-3.37449, 2.80492, 3.33954], [-0.61756, 0.70121, -4.20410], [-1.03866, -0.66457, -3.93251], [-1.41730, -1.45821, -5.08884], [-1.34023, -2.93044, -4.74878], [-2.17053, -3.18304, -3.51106], [-1.76166, -2.30381, -2.42645], [-2.33958, -2.64055, -1.13285], [-1.23032, -1.07722, -2.65175], [-0.88712, -0.31208, -1.72858], [0.36026, 0.71024, -4.69063], [-0.56932, 1.26495, -3.27955], [-1.34454, 1.17542, -4.86714], [-0.72713, -1.21220, -5.89783], [-2.42523, -1.18757, -5.42620], [-0.30107, -3.20917, -4.56021], [-1.70867, -3.53341, -5.57823], [-2.04867, -4.21051, -3.16289], [-3.23666, -3.03797, -3.72738], [-1.93725, -3.59298, -0.78435], [-3.42501, -2.73122, -1.23235], [-2.12448, -1.87118, -0.39852]], "mulliken_charge": [2.3670, -1.2436, -0.1309, -0.6393, -0.5197, -0.0758, 2.1217, -1.8911, -1.4804, -1.9425, 2.8373, -1.7028, -1.6320, -2.2369, 2.8779, -1.7268, -2.1649, -1.5995, 0.4954, 0.8359, 0.3011, 0.3786, 0.4578, 0.2896, 0.4681, 0.2274, 0.3149, 0.3361, 0.4400, 0.1042, 0.4053, 0.5213, 0.2300, 0.4766, 0.3108, 0.3764, 0.3680, 0.4833, 0.3011, 0.4949, 0.2635, 0.3463, 0.4404, 0.5532, 0.1928, 0.6026, -0.0190, -0.7634, 0.5328, -0.6510, -0.3435, -0.8307, -0.4697, 0.4172, 0.4660, -0.6889, -1.1532, 0.5223, 0.4185, 0.3925, 0.4048, 0.4412, -1.0846, 0.2894, -0.7167, -0.6706, -0.7178, 0.4886, -0.7137, 0.2975, -1.7345, 0.3301, 0.2656, 0.4078, 0.3903, 0.3160, 0.2828, 0.3685, 0.3876, 0.3457, 0.2667, 0.4308, -0.1389]}


# 2
{"formula": "C30H47BBr42O7", "method": "ωB97M-V with the def2-TZVPD basis set", "multiplicity": 1, "homo_lumo_gap_ha": 0.3315, "mol_weight_g_mol": 3886.48, "lumo_energy_ev": -0.234, "species": ["C", "C", "C", "C", "C", "C", "C", "O", "C", "C", "C", "O", "C", "C", "O", "C", "C", "O", "C", "O", "B", "O", "O", "C", "H", "H", "H", "H", "H", "H", "H", "H", "H", "H", "H", "H", "H", "H", "H", "H", "H", "H", "H", "H", "H", "H", "H", "H", "H", "H", "H", "H", "H", "H", "H", "H", "H", "C", "Br", "Br", "Br", "H", "C", "Br", "Br", "Br", "H", "C", "Br", "Br", "Br", "H", "C", "Br", "Br", "Br", "H", "C", "Br", "Br", "Br", "H", "C", "Br", "Br", "Br", "H", "C", "Br", "Br", "Br", "H", "C", "Br", "Br", "Br", "H", "C", "Br", "Br", "Br", "H", "C", "Br", "Br", "Br", "H", "C", "Br", "Br", "Br", "H", "C", "Br", "Br", "Br", "H", "C", "Br", "Br", "Br", "H", "C", "Br", "Br", "Br", "H"], "xyz": [[2.76096, -3.04842, 3.11136], [2.81473, -2.46932, 1.71312], [3.66650, -1.21319, 1.65164], [3.03343, -0.08617, 2.47345], [2.47740, 1.01017, 1.58548], [1.28887, 0.60020, 0.76259], [-0.01343, 0.59008, 1.54071], [-0.06658, 1.82141, 2.16203], [0.11081, 1.70139, 3.55110], [0.14875, 3.11305, 4.13097], [-0.93269, 3.97216, 3.54372], [-1.11667, 0.51787, 0.77048], [-0.96019, -0.35753, -0.30938], [-0.67618, 0.27406, -1.70571], [-1.15162, 1.56559, -1.72555], [-2.41556, 1.64526, -2.29978], [-3.54220, 1.29149, -1.36660], [0.10653, -0.45521, 2.46427], [-1.03157, -1.07838, 2.71868], [-1.88474, -0.62573, 3.16564], [-1.18385, -2.60332, 2.29660], [-0.44375, -3.60836, 2.82655], [-2.11945, -2.91956, 1.38857], [-3.39382, -2.98102, 1.96260], [2.45639, -2.35502, 3.86293], [2.03990, -3.84380, 3.11634], [3.73496, -3.39640, 3.38018], [3.27218, -3.20160, 1.08290], [1.85058, -2.28707, 1.29394], [3.66548, -0.87518, 0.63851], [4.66785, -1.38439, 1.95398], [3.83018, 0.36136, 3.02051], [2.32391, -0.42662, 3.18582], [2.32888, 1.87624, 2.18606], [3.24945, 1.26899, 0.89511], [1.49312, -0.36150, 0.35611], [1.18733, 1.29932, -0.02919], [1.05431, 1.28153, 3.81316], [-0.68376, 1.19686, 4.05004], [1.09515, 3.51680, 3.86631], [0.09429, 3.07420, 5.19032], [-1.84938, 3.45167, 3.64159], [-0.78404, 4.14208, 2.50934], [-0.95057, 4.90160, 4.06391], [-0.29316, -1.16452, -0.10279], [-1.91456, -0.81551, -0.43263], [0.37903, 0.32211, -1.79855], [-1.09602, -0.33208, -2.47149], [-2.54868, 2.66043, -2.58031], [-2.41400, 1.08213, -3.21074], [-3.77871, 0.25379, -1.45143], [-4.41551, 1.86595, -1.55421], [-3.26859, 1.44236, -0.35317], [-0.91254, -3.89692, 3.57372], [-3.48537, -3.71289, 2.73799], [-4.09061, -3.27216, 1.21854], [-3.74592, -2.04688, 2.33468], [-6.51070, 4.18615, -0.02871], [-7.04279, 5.16066, 1.54444], [-5.44707, 2.63999, 0.40801], [-8.03304, 3.70631, -1.11292], [-5.90376, 4.85929, -0.63389], [-0.20873, 8.70747, -1.02557], [-0.66602, 9.69109, 0.56653], [0.96035, 7.22451, -0.65016], [-1.77340, 8.15371, -2.00190], [0.33759, 9.37617, -1.66319], [2.80069, -6.81805, 1.29309], [1.39652, -5.52932, 1.52964], [2.14984, -8.62846, 1.41816], [3.76802, -6.52304, -0.34563], [3.49758, -6.67762, 2.09905], [6.13986, -1.61388, 5.47197], [4.75552, -0.29150, 5.64781], [5.43381, -3.40028, 5.56530], [7.17623, -1.34398, 3.87285], [6.80548, -1.49338, 6.30559], [-0.51980, 2.86059, 8.34871], [-2.26616, 2.97640, 7.54765], [0.69837, 1.86356, 7.24218], [0.18141, 4.59842, 8.78893], [-0.62730, 2.31939, 9.26945], [5.57439, -10.35688, -0.90729], [6.57216, -9.53522, 0.51606], [6.25718, -9.85030, -2.63521], [5.48454, -12.26820, -0.70743], [4.56759, -9.98384, -0.84445], [-7.25037, -4.75882, 3.14928], [-9.05764, -4.72679, 2.48989], [-6.05675, -5.63650, 1.91499], [-6.63242, -2.99416, 3.62225], [-7.25374, -5.34206, 4.05053], [-4.16066, 2.46458, -7.14020], [-4.58259, 0.59458, -7.12860], [-4.90456, 3.38288, -5.61888], [-2.27141, 2.75649, -7.31577], [-4.62322, 2.88368, -8.01369], [10.17077, -10.09478, -3.24860], [11.15204, -9.27608, -1.80944], [10.87110, -9.58918, -4.96982], [10.07851, -12.00613, -3.05045], [9.16427, -9.72387, -3.19470], [-0.10240, 6.21020, -7.80023], [-1.65279, 6.51607, -8.89996], [-0.53099, 6.34120, -5.94125], [0.69034, 4.50034, -8.14313], [0.61484, 6.96981, -8.04718], [-5.68507, 6.89412, -3.27900], [-6.69294, 8.42138, -3.85971], [-4.12872, 6.60785, -4.37003], [-5.23484, 6.98462, -1.41303], [-6.32048, 6.03495, -3.40311], [-9.25178, 6.30313, -6.36793], [-10.04605, 5.18084, -7.71384], [-10.40328, 7.76675, -5.88450], [-8.71145, 5.28703, -4.82476], [-8.36143, 6.72782, -6.79358], [9.81127, -2.37517, 0.47642], [9.22404, -0.62043, 1.00954], [11.19927, -3.04073, 1.63137], [8.33637, -3.60578, 0.34839], [10.23369, -2.28240, -0.50622], [-0.17597, -0.89057, -5.80296], [-2.04123, -1.34597, -5.57081], [0.27303, -0.75323, -7.67089], [0.39746, 0.65332, -4.78671], [0.39020, -1.71011, -5.40273]], "mulliken_charge": [-0.7226, 0.7371, -1.4101, 0.1392, -1.9434, -0.6675, 0.6995, -0.3416, 0.2754, 0.1895, -1.5628, -0.5754, -0.7011, -1.4420, -0.2983, -0.0200, -1.1065, -0.6078, 0.2805, -0.3726, 0.9504, -0.2277, -0.5405, -0.9130, 0.2907, 0.0434, 0.0948, 0.5620, -0.6172, 0.5500, 0.2685, 0.4210, 0.3330, 0.3736, 0.6950, 0.3180, 0.7122, 0.0107, 0.3874, 0.3161, -0.4085, 0.3387, 0.3634, 0.5028, 0.1356, 0.8073, 0.6140, 0.4896, 0.4096, 0.1667, 0.2790, 0.6876, 0.0315, 0.0949, 0.3596, 0.3359, 0.3277, 0.4525, -0.0279, 0.1378, -0.0436, -0.4831, -0.3689, -0.0376, 0.0061, 0.1007, 0.3244, -0.3806, 0.0709, -0.0669, -0.0210, 0.3692, -0.4177, 0.0250, -0.0110, 0.0263, 0.3539, -0.3958, -0.0230, 0.0203, -0.0102, 0.3650, -0.1837, 0.0098, -0.0177, -0.0158, 0.2038, -0.3155, -0.0205, -0.0383, -0.0165, 0.3852, -0.4994, -0.0364, 0.1018, 0.0926, 0.3902, 0.0564, -0.0036, -0.0119, 0.0025, -0.0514, -0.4097, -0.0237, 0.0447, -0.0375, 0.3746, 0.2017, -0.0084, 0.0488, -0.0729, -0.1988, -0.3084, -0.0303, -0.0063, 0.0541, 0.3062, -0.3535, -0.0479, -0.0018, 0.0268, 0.3594, -0.3396, -0.0578, -0.0547, 0.0134, 0.4119]}